1.
# C17H23BBiN7OS

A molecular structure, C17H23BBiN7OS in a non-equilibrium geometry (ωB97M-V with the def2-TZVPD basis set, the OMol25 dataset).

Output
* HOMO level: -14.436 eV
* total charge: +2
* LUMO energy: -0.27848 Ha

Positions of all 51 atoms, in Å:
Bi: -3.62390 -13.38774 -7.97563
C: -3.72473 -14.19493 -4.32157
C: -4.61665 -14.70715 -5.26840
N: -3.96530 -15.20897 -6.31986
N: -2.57030 -15.06700 -6.01409
C: -2.45947 -14.41107 -4.81915
B: -1.44482 -15.38194 -7.04326
N: -2.02294 -15.87995 -8.40532
C: -2.67762 -17.04930 -8.59447
C: -3.34720 -17.05556 -9.83108
C: -2.99827 -15.79484 -10.39527
N: -2.30986 -15.04404 -9.49682
N: -0.77119 -13.98834 -7.40984
C: 0.27249 -13.78786 -8.25267
C: 0.42544 -12.42945 -8.56519
C: -0.60013 -11.79798 -7.82378
N: -1.33052 -12.75117 -7.17602
H: -3.97765 -13.68344 -3.38951
H: -5.69866 -14.67462 -5.13552
H: -1.49013 -14.14624 -4.46763
H: -0.58332 -16.14201 -6.60905
H: -2.68512 -17.76271 -7.78509
H: -3.99153 -17.81630 -10.29845
H: -3.16244 -15.38684 -11.38431
H: 0.86295 -14.63573 -8.51984
H: 1.17380 -11.96692 -9.16163
H: -0.80372 -10.78310 -7.68292
C: -7.05619 -10.36686 -7.20904
S: -5.31071 -10.13924 -7.28481
C: -5.00495 -9.12512 -8.71726
O: -4.84632 -11.52319 -7.84240
H: -7.35351 -10.29475 -8.26319
H: -7.50318 -9.60681 -6.60455
H: -7.28327 -11.35959 -6.74789
H: -5.66200 -9.50435 -9.51704
H: -3.94513 -9.25383 -9.00698
H: -5.14160 -8.04582 -8.53442
N: -5.77848 -14.44507 -9.05450
C: -6.53156 -13.81433 -10.11595
C: -7.80748 -13.33375 -9.88268
C: -8.47515 -12.64500 -10.89744
C: -7.90091 -12.49741 -12.17692
C: -6.61434 -13.03425 -12.39366
C: -5.96691 -13.71102 -11.39118
H: -6.44819 -14.63873 -8.31714
H: -5.50063 -15.37030 -9.40569
H: -8.18348 -13.36665 -8.84808
H: -9.46998 -12.17722 -10.69191
H: -8.47290 -12.00991 -13.00160
H: -6.13393 -12.79391 -13.34166
H: -4.90830 -14.07506 -11.50366

=====

2.
# C4H7NO3

2 unconnected molecules or ions with the total composition C4H7NO3 in a non-equilibrium geometry (ωB97M-V with the def2-TZVPD basis set, the OMol25 dataset).

Output
* HOMO level (alpha / beta): -8.720 / -8.718 eV
* total charge: 0
* LUMO energy (alpha / beta): -0.00178 / -0.00183 Ha

Positions of all 15 atoms, in Å:
C: 0.48672 0.69890 0.71672
C: 0.40154 -1.89672 0.61045
C: -0.16951 -0.50001 0.16394
C: -0.47231 2.47230 -0.38961
N: 0.20540 2.26690 -1.66840
O: 1.31228 1.12950 1.43169
O: 1.09537 2.98336 -2.02199
O: -0.14538 1.29719 -2.28691
H: 0.60466 -1.94766 1.72954
H: 1.33072 -2.01130 -0.11840
H: -0.37331 -2.62980 0.32386
H: -0.12486 -0.48354 -0.98975
H: -1.26987 -0.61304 0.35303
H: -1.41908 2.11150 -0.21074
H: 0.04836 3.06724 0.25439

=====

Ordered relative energy (zero: lowest compared OMol25 entry of this formula, charge and spin) results: 37.6, 167.0; unit kcal/mol.